No. 1
Formula: C14H19MnN9O4
Source: the Open Molecules 2025 dataset
Level of theory: the ωB97M-V functional and the def2-TZVPD basis

Geometry as XYZ:
```
47
Properties=species:S:1:pos:R:3:forces:R:3
Mn -0.564 -0.759 -0.973 0.56 0.22 -0.20
N 1.790 -0.524 -1.077 0.03 0.12 0.01
C 2.144 -1.897 -0.695 0.06 -0.14 -0.19
C 3.636 -2.198 -0.586 0.02 0.08 0.23
C 4.474 -1.255 0.299 -0.09 -0.10 -0.05
C 4.277 -1.334 1.822 0.04 -0.07 -0.29
N 2.894 -1.270 2.285 0.07 0.01 0.10
C 2.096 -0.217 2.138 -0.10 -0.05 0.05
N 2.590 0.987 1.813 -0.09 -0.06 -0.16
N 0.794 -0.326 2.348 -0.16 -0.13 0.02
C 1.411 -2.814 -1.721 0.04 0.06 0.22
O 1.965 -3.826 -2.108 -0.06 0.04 -0.03
O 0.248 -2.367 -2.024 -0.25 0.03 -0.09
H 2.018 -0.381 -2.057 -0.01 0.04 0.00
H 2.282 0.184 -0.547 -0.08 0.00 0.01
H 1.641 -2.114 0.250 -0.01 0.02 0.12
H 4.058 -2.179 -1.593 0.02 -0.03 0.01
H 3.742 -3.228 -0.237 0.02 -0.01 -0.06
H 4.355 -0.220 -0.038 0.00 -0.01 -0.04
H 5.527 -1.496 0.135 0.01 0.09 -0.02
H 4.850 -0.544 2.314 0.06 -0.06 0.04
H 4.672 -2.280 2.187 -0.02 0.01 0.05
H 2.449 -2.136 2.541 -0.02 0.02 0.02
H 3.573 1.099 1.644 -0.01 0.04 -0.02
H 1.941 1.634 1.381 0.03 0.07 0.08
H 0.347 -1.230 2.253 -0.06 -0.01 -0.03
H 0.217 0.424 1.977 -0.08 0.05 -0.10
O -0.128 1.192 0.201 0.06 -0.07 0.07
N -1.101 2.031 0.158 -0.11 0.04 -0.10
N -1.961 1.768 -0.735 -0.11 0.06 -0.04
O -1.893 0.745 -1.548 0.20 -0.09 0.11
C -3.105 2.639 -0.861 -0.05 0.02 -0.03
C -3.156 3.850 -0.184 0.08 -0.01 0.03
C -4.279 4.646 -0.322 -0.03 0.01 -0.02
C -5.336 4.243 -1.129 0.02 0.00 0.00
C -5.263 3.036 -1.805 0.02 0.02 0.01
C -4.143 2.226 -1.677 0.00 -0.07 -0.02
H -2.328 4.159 0.436 -0.02 0.00 0.01
H -4.328 5.592 0.201 0.01 0.00 0.00
H -6.210 4.873 -1.232 0.00 -0.01 0.00
H -6.079 2.714 -2.438 0.00 0.00 0.01
H -4.067 1.283 -2.196 -0.01 0.00 0.01
N -5.062 -3.860 -0.738 0.02 -0.04 0.00
C -4.186 -3.533 -0.058 0.04 0.20 -0.12
N -3.239 -3.190 0.788 -0.11 -0.32 0.33
C -2.257 -2.428 0.678 0.14 0.24 0.00
N -1.308 -1.717 0.726 -0.10 -0.21 0.08
```
Forces are in eV/Å.

E_HOMO (spin up / spin down), eV: -8.368 / -8.472
Multiplicity: 6
<S²>: 8.7546
Gap between HOMO and LUMO (spin up / spin down), eV: 8.08 / 8.18
DFT total energy, hartree: -2489.6511
Energy above the lowest of the compared OMol25 structures with the same formula, charge and spin, kcal/mol: 13.5

These are the Mulliken partial charges, in e, on atoms 1 to 2: 0.61 -0.36

---

No. 2
Formula: C14H19N3O2
Source: the Open Molecules 2025 dataset
Level of theory: the ωB97M-V functional and the def2-TZVPD basis

Geometry as XYZ:
```
38
Properties=species:S:1:pos:R:3:forces:R:3
O 1.977 4.772 -3.734 0.11 0.25 1.37
C 1.856 4.465 -2.555 -0.07 0.49 -2.67
O 2.284 5.291 -1.557 -0.82 -1.72 -0.09
C 1.220 3.133 -2.254 -1.74 -1.02 1.21
C 0.069 3.267 -1.240 -0.09 0.95 1.30
C -0.999 2.197 -1.515 0.66 -0.05 -0.89
C -0.782 0.943 -0.703 -0.53 0.12 0.58
C -1.881 0.451 0.036 1.77 -1.61 -0.37
C -1.721 -0.781 0.723 -1.45 1.98 -0.23
C -0.516 -1.425 0.790 1.27 -1.19 0.68
N -0.418 -2.606 1.534 1.04 0.64 -0.77
C 0.758 -3.517 1.480 -1.07 0.07 -0.08
C 0.438 -4.498 2.585 -0.35 -0.70 -0.04
C -0.437 -3.723 3.555 -1.45 -1.66 -0.06
C -1.345 -2.936 2.609 0.48 -0.38 -0.16
C 0.609 -0.873 0.149 -0.24 0.70 -1.27
C 0.471 0.290 -0.632 -0.31 -0.70 0.49
N -0.803 1.970 -2.978 -0.62 1.21 0.25
N 0.503 2.444 -3.351 1.84 0.32 -1.60
H 2.598 6.076 -2.005 0.28 0.48 -0.31
H 2.024 2.504 -1.848 -0.06 0.01 -0.02
H 0.448 3.213 -0.218 -0.14 -0.10 0.03
H -0.381 4.265 -1.322 0.08 -0.17 -0.20
H -2.032 2.582 -1.324 0.85 -0.20 -0.16
H -2.849 0.927 -0.029 0.02 0.08 0.09
H -2.569 -1.186 1.260 -0.04 -0.05 -0.12
H 0.850 -4.103 0.550 -0.12 0.69 -0.09
H 1.703 -3.015 1.672 0.10 0.31 0.00
H 1.335 -4.851 3.043 0.66 -0.38 0.38
H -0.095 -5.397 2.180 0.26 0.82 0.35
H -0.984 -4.440 4.206 0.13 0.58 -0.33
H 0.117 -3.080 4.199 0.55 0.66 0.31
H -2.125 -3.550 2.157 -0.39 -0.22 0.50
H -1.810 -2.079 3.106 0.25 0.10 -0.31
H 1.568 -1.383 0.109 -0.20 0.01 0.29
H 1.368 0.632 -1.185 -0.85 -0.09 0.33
H -1.003 1.010 -3.267 0.89 0.34 0.34
H 0.554 3.012 -4.227 -0.70 -0.58 1.26
```
Forces are in eV/Å.

SMILES: O=C(O)[C@H]1C[C@H](c2ccc(N3CCCC3)cc2)NN1
E_HOMO, eV: -7.407
Gap between HOMO and LUMO, eV: 8.17
DFT total energy, hartree: -859.5767
Energy above the lowest of the compared OMol25 structures with the same formula, charge and spin, kcal/mol: 63.0

These are the Mulliken partial charges, in e, on atoms 1 to 2: -0.61 0.15

---

No. 3
Formula: C14H19N3O3
Source: the Open Molecules 2025 dataset
Level of theory: the ωB97M-V functional and the def2-TZVPD basis

Geometry as XYZ:
```
39
Properties=species:S:1:pos:R:3:forces:R:3
C -4.825 -1.338 -0.258 0.02 -0.10 -0.04
C -3.795 -0.265 -0.167 0.15 0.13 0.01
C -2.459 -0.484 -0.521 -0.14 0.04 0.11
N -1.547 0.462 -0.433 0.11 0.26 -0.05
C -1.947 1.658 0.009 -0.38 -0.31 0.03
C -0.897 2.708 0.144 -0.06 0.26 0.28
O -0.901 3.570 0.983 -0.06 -0.13 -0.16
O 0.045 2.531 -0.785 -0.07 -0.03 -0.31
C 1.291 3.190 -0.628 0.59 0.34 0.30
C 2.394 2.182 -0.246 -0.57 0.33 -0.18
O 3.525 2.551 -0.019 0.29 0.26 0.03
N 1.967 0.915 -0.206 -0.42 -0.57 -0.03
C 2.799 -0.211 0.159 0.50 -0.09 0.14
C 2.762 -1.279 -0.938 -0.12 0.18 -0.04
C 1.393 -1.949 -1.030 0.23 -0.26 0.08
C 1.000 -2.549 0.316 -0.23 0.21 -0.06
C 0.980 -1.468 1.392 0.21 -0.21 0.11
C 2.348 -0.800 1.501 -0.11 0.16 -0.07
C -3.273 1.881 0.368 0.59 0.18 -0.03
N -4.181 0.926 0.276 -0.32 -0.14 -0.01
H -5.785 -0.949 0.067 -0.02 -0.02 0.00
H -4.545 -2.183 0.369 -0.04 -0.10 0.02
H -4.907 -1.695 -1.284 -0.06 -0.08 -0.05
H -2.116 -1.448 -0.874 -0.06 -0.14 -0.03
H 1.554 3.662 -1.578 -0.05 -0.10 0.12
H 1.224 3.958 0.149 0.07 -0.16 -0.16
H 1.002 0.719 -0.434 0.01 0.17 -0.03
H 3.814 0.188 0.258 -0.17 -0.08 -0.03
H 3.022 -0.822 -1.894 0.09 0.00 0.01
H 3.518 -2.033 -0.709 0.05 -0.05 -0.01
H 0.640 -1.221 -1.337 -0.09 0.03 -0.09
H 1.425 -2.732 -1.791 -0.07 0.06 -0.07
H 0.018 -3.021 0.244 0.00 -0.10 0.01
H 1.721 -3.322 0.593 0.01 -0.10 0.02
H 0.713 -1.907 2.356 -0.07 0.07 0.01
H 0.219 -0.724 1.146 -0.06 0.02 0.04
H 2.321 -0.005 2.250 0.09 0.00 0.02
H 3.087 -1.537 1.821 0.06 -0.04 0.05
H -3.603 2.844 0.730 0.07 0.11 0.04
```
Forces are in eV/Å.

SMILES: Cc1cnc(C(=O)OCC(=O)NC2CCCCC2)cn1
E_HOMO, eV: -9.536
Gap between HOMO and LUMO, eV: 9.39
DFT total energy, hartree: -934.9141
Energy above the lowest of the compared OMol25 structures with the same formula, charge and spin, kcal/mol: 0.0

These are the Mulliken partial charges, in e, on atoms 1 to 2: -1.20 0.45

---

No. 4
Formula: C14H19N3O5S
Source: the Open Molecules 2025 dataset
Level of theory: the ωB97M-V functional and the def2-TZVPD basis

Geometry as XYZ:
```
42
Properties=species:S:1:pos:R:3:forces:R:3
C -2.091 -3.698 -0.731 -0.09 0.78 0.48
C -1.852 -2.154 -1.174 -0.03 -0.11 -3.98
O -1.822 -1.941 -2.425 -0.11 -0.38 5.27
O -1.639 -1.090 -0.227 0.73 -2.34 -1.76
C -0.194 -0.770 -0.349 1.01 0.16 1.02
C 0.022 0.741 -0.848 -0.20 0.06 -0.33
C 1.208 0.944 -1.898 1.70 2.26 -3.02
C 1.211 2.172 -2.888 2.18 -2.84 0.92
C 0.053 3.278 -2.957 0.99 0.24 -0.46
N -1.322 2.743 -3.178 0.36 -0.12 0.98
C 2.435 2.377 -3.895 1.73 -3.42 1.75
C 3.658 1.399 -3.951 -2.98 1.04 1.34
C 3.712 0.151 -3.001 -0.68 0.10 0.46
N 4.742 -0.873 -2.871 -3.95 2.14 0.93
S 4.218 -1.954 -1.620 -2.38 4.65 -2.05
N 2.756 -1.171 -1.225 0.00 1.81 -1.73
C 2.477 -0.004 -2.023 2.13 -1.99 0.46
H -1.206 -4.374 -1.027 -1.20 1.43 0.35
H -2.999 -4.063 -1.327 1.30 0.60 1.02
H -2.246 -3.786 0.400 0.08 0.10 -1.67
H 0.280 -1.572 -1.009 -0.41 1.56 0.78
H 0.253 -0.892 0.716 -0.79 0.20 -1.82
H 0.174 1.451 0.056 -0.06 -1.28 -1.42
H -0.983 1.074 -1.318 1.89 -0.65 0.57
H 0.133 3.975 -2.032 -0.41 -1.36 -1.40
H 0.278 3.971 -3.862 -0.06 -1.22 1.49
H -1.299 1.807 -3.626 0.00 0.92 0.60
H -1.856 2.703 -2.287 0.61 -0.17 -1.11
H 2.420 3.307 -4.581 0.07 -1.84 1.26
H 4.523 1.606 -4.664 -1.45 -0.32 1.11
C 0.759 -0.338 6.148 0.45 0.08 0.06
O -0.636 -0.635 6.163 -0.34 0.03 -0.37
C -1.253 -0.446 4.983 -0.07 -0.04 0.09
O -0.732 -0.062 3.964 -0.21 -0.17 0.44
O -2.551 -0.759 5.137 0.50 0.08 0.09
C -3.334 -0.604 3.954 -0.31 0.02 -0.36
H 1.151 -0.526 7.148 -0.31 -0.05 -0.05
H 1.284 -0.989 5.444 -0.09 0.19 -0.04
H 0.928 0.713 5.902 -0.02 -0.17 -0.13
H -2.972 -1.265 3.163 0.07 0.21 0.03
H -3.328 0.437 3.622 0.14 -0.16 -0.05
H -4.361 -0.884 4.195 0.22 -0.01 0.24
```
Forces are in eV/Å.

SMILES: CC(=O)OCCc1c(CN)ccc2nsnc12.COC(=O)OC
E_HOMO, eV: -8.364
Gap between HOMO and LUMO, eV: 7.16
DFT total energy, hartree: -1483.2857
Energy above the lowest of the compared OMol25 structures with the same formula, charge and spin, kcal/mol: 178.1

These are the Mulliken partial charges, in e, on atoms 1 to 2: -0.85 0.61